Entry 1:
{
  "formula": "CCl3F3Si",
  "method": "ωB97M-V/def2-TZVPD",
  "elements": ["C", "F", "F", "F", "Si", "Cl", "Cl", "Cl"],
  "coordinates": [[-0.828, 0.487, -0.010], [1.434, -0.087, 1.431], [1.794, 0.646, -1.011], [1.371, -1.630, -0.505], [0.875, -0.219, -0.038], [-1.791, -1.674, 0.282], [-1.496, 1.247, 1.399], [-1.359, 1.230, -1.548]],
  "atomic_forces_ev_per_a": [[-2.679, -0.707, -0.464], [-0.396, 0.201, 0.033], [-0.760, 0.504, 0.296], [-0.970, -0.603, -0.095], [2.476, -0.276, 0.183], [1.220, 2.181, -0.599], [0.700, -0.296, -0.924], [0.409, -1.004, 1.568]]
}

=====

Entry 2:
{
  "formula": "CCl3Na2O15",
  "method": "ωB97M-V/def2-TZVPD",
  "elements": ["Na", "Na", "Cl", "O", "O", "O", "O", "Cl", "O", "O", "O", "O", "Cl", "O", "O", "O", "O", "C", "O", "O", "O"],
  "coordinates": [[8.378, 2.058, -0.482], [11.106, 2.934, 3.217], [4.052, 2.510, -5.076], [4.973, 2.580, -6.187], [4.817, 2.351, -3.992], [3.254, 3.808, -5.107], [3.135, 1.288, -5.149], [12.036, 3.722, -4.355], [12.721, 3.202, -5.546], [10.715, 4.168, -4.722], [11.965, 2.884, -3.199], [12.711, 4.802, -3.880], [5.186, 4.850, 3.726], [5.349, 3.586, 4.390], [3.853, 5.224, 3.372], [5.995, 5.925, 4.323], [5.838, 4.583, 2.497], [8.472, -1.717, 1.692], [8.494, -1.756, 0.454], [8.849, -0.751, 2.287], [8.161, -2.746, 2.321]],
  "atomic_forces_ev_per_a": [[-0.100, -0.508, 0.118], [-0.302, -0.302, -0.122], [-5.344, 0.570, -6.459], [-0.647, -0.366, -1.065], [3.611, -0.168, 7.268], [1.057, -2.716, 0.621], [1.228, 2.676, -0.433], [-2.406, -1.362, -1.872], [-0.548, -0.665, 1.262], [-0.554, -0.781, -0.474], [-0.415, -2.874, 0.006], [3.992, 5.715, 1.212], [3.369, -0.389, -2.323], [-1.476, 0.208, 2.486], [-1.184, 0.438, 1.740], [-1.719, -0.346, 1.162], [1.164, 0.148, -3.023], [-0.448, -3.777, -2.007], [-0.260, 0.415, -3.125], [1.865, 5.888, 3.504], [-0.882, -1.804, 1.527]],
  "total_charge": -3
}

=====

Entry 3:
{
  "formula": "CCl4OS",
  "method": "ωB97M-V/def2-TZVPD",
  "elements": ["O", "S", "Cl", "Cl", "C", "Cl", "Cl"],
  "coordinates": [[0.775, -1.359, -0.913], [0.237, -0.571, 0.136], [1.554, -0.853, 1.788], [-1.358, -1.561, 0.874], [-0.675, 0.847, -0.588], [-1.085, 2.002, 0.551], [0.553, 1.496, -1.848]],
  "atomic_forces_ev_per_a": [[0.477, -0.267, -0.337], [-0.756, -0.515, -0.197], [-0.170, 0.281, -0.175], [-0.027, 0.183, 0.333], [2.219, -0.273, -1.333], [-0.522, 0.848, 0.619], [-1.221, -0.257, 1.090]],
  "smiles": "O=S(Cl)(Cl)=C(Cl)Cl"
}

=====

Entry 4:
{
  "formula": "CCl5N3",
  "method": "ωB97M-V/def2-TZVPD",
  "elements": ["Cl", "N", "C", "N", "Cl", "Cl", "N", "Cl", "Cl"],
  "coordinates": [[-2.665, 0.894, -0.209], [-1.449, -0.269, -0.447], [-0.269, 0.043, -0.198], [0.942, -1.056, -0.399], [0.851, -2.054, 1.013], [0.541, -1.974, -1.815], [0.305, 1.208, 0.212], [2.039, 1.309, 0.148], [-0.294, 1.898, 1.696]],
  "atomic_forces_ev_per_a": [[0.100, 0.029, -0.175], [-0.133, -0.452, 0.037], [2.444, -2.171, -0.199], [-2.855, 1.329, -0.357], [0.016, -0.071, 0.140], [0.082, -0.106, 0.083], [0.713, 1.428, 0.821], [-0.562, 0.349, 0.132], [0.193, -0.337, -0.482]],
  "smiles": "ClN=C(N(Cl)Cl)N(Cl)Cl"
}

=====

Values of relative energy (zero: lowest compared OMol25 entry of this formula, charge and spin), in order: 35.5; 144.2; 71.6; 0.0, all in kcal per mole.